C31H50Cs2F3N3NaO11S6Si as an isolated structure. Source: OMol25; level of theory: ωB97M-V/def2-TZVPD.

Calculated values
orbital gap	1.1319	eV
ΔE to the lowest compared entry with this formula, charge and spin	0.00	kJ/mol
electronic energy	-146485.6582	eV

The geometry in ORCA input format:
```
! wB97M-V def2-TZVPD RIJCOSX def2/J DEFGRID3
* xyz 1 1
O 1.7666 8.7341 -0.4417
S 2.4914 7.5251 -0.1454
O 2.7711 6.7928 -1.3643
C 1.5927 6.5260 1.0420
Si 0.8552 4.9481 0.1244
C -0.3250 3.9134 1.2393
C 0.2421 2.5412 1.7165
C 0.1656 1.4210 0.6543
S 1.3876 0.0945 1.0077
C 2.5462 0.3104 -0.3371
S 3.4040 1.6999 -0.4752
N 2.5812 -0.8201 -1.2415
C 3.8177 -1.5268 -1.3076
C 3.9014 -2.5823 -2.2443
C 5.0738 -3.3536 -2.4207
C 6.1921 -3.0484 -1.6341
C 6.0954 -2.0316 -0.6941
C 4.9365 -1.2774 -0.5107
C 2.1043 -0.3758 -2.5408
C 0.7815 -0.6078 -2.8881
C 0.3517 -0.1523 -4.1434
C 1.1892 0.5113 -5.0241
C 2.5243 0.7598 -4.6646
C 2.9617 0.3022 -3.4291
H 3.7100 7.9490 0.4159
H 2.3259 6.2245 1.8048
H 0.8178 7.1709 1.5085
H 0.1305 5.4736 -1.0519
H 2.0076 4.2059 -0.3893
H -0.5223 4.5350 2.1846
H -1.3402 3.8085 0.7466
H 1.2755 2.5984 2.0675
H -0.4038 2.2185 2.5421
H 0.4151 1.8543 -0.3246
H -0.8428 1.0071 0.5670
H 3.0364 -2.8316 -2.8563
H 5.0885 -4.1670 -3.1445
H 7.1005 -3.6210 -1.7796
H 6.9588 -1.7976 -0.0799
H 4.9187 -0.4838 0.2230
H 0.1254 -1.1102 -2.1870
H -0.6754 -0.3332 -4.4410
H 0.8444 0.8729 -5.9855
H 3.2259 1.2997 -5.2918
H 3.9822 0.4625 -3.0793
C -2.6811 -0.2203 3.4012
F -3.1239 -0.1234 4.6607
F -1.3322 -0.1540 3.4567
F -2.9924 -1.4243 2.9495
S -3.3523 1.1198 2.3428
O -2.8394 2.3191 2.9928
O -4.7832 0.9534 2.3753
O -2.7444 0.8834 1.0452
N -7.1572 0.3602 0.9278
C -7.3498 -0.9902 1.0181
C -8.2350 -1.3582 0.0364
C -8.5844 -0.1827 -0.6753
C -7.9012 0.8618 -0.1027
H -6.5537 0.9008 1.5345
H -6.8426 -1.5714 1.7693
H -8.5880 -2.3606 -0.1507
H -9.2587 -0.1097 -1.5142
H -7.8812 1.9113 -0.3377
O -7.1494 4.1463 -0.2050
H -6.8946 4.7240 0.5205
H -6.7952 4.5738 -0.9906
Na 4.8685 -1.4897 -4.3702
Cs 5.5258 7.6046 0.9472
C -11.3362 -2.5564 -1.4880
C -11.1254 -3.8047 -0.6656
O -10.1025 -4.4628 -0.7366
N -12.1303 -4.1811 0.1731
C -13.4077 -3.5320 0.3929
H -10.4583 -2.3819 -2.1024
H -12.1994 -2.6781 -2.1448
H -11.4789 -1.6941 -0.8352
H -11.9251 -5.0201 0.6915
H -13.4972 -3.2510 1.4440
H -14.2156 -4.2251 0.1492
H -13.5088 -2.6427 -0.2195
C 6.3403 -9.1856 -2.5079
C 7.6371 -8.5762 -3.0562
C 7.3284 -8.0212 -4.4528
S 5.5842 -7.5905 -4.4442
O 4.8912 -8.4410 -5.3723
O 5.4406 -6.1498 -4.4983
C 5.2480 -8.1571 -2.7816
H 6.4164 -9.4114 -1.4458
H 6.1169 -10.1152 -3.0351
H 7.9635 -7.7655 -2.4007
H 8.4421 -9.3080 -3.0957
H 7.9125 -7.1328 -4.6796
H 7.4795 -8.7706 -5.2273
H 4.2418 -8.5672 -2.7340
H 5.3356 -7.2995 -2.1140
C 7.8092 7.4804 8.0632
S 6.4042 7.3809 6.9517
O 6.8928 7.7640 5.5925
C 5.5268 8.7996 7.6191
H 8.5116 6.6959 7.7901
H 8.2891 8.4538 7.9637
H 7.4710 7.3255 9.0874
H 6.1552 9.6875 7.5497
H 5.2596 8.6038 8.6572
H 4.6214 8.9451 7.0332
O -2.5683 -4.5669 2.6862
H -2.9761 -3.6925 2.6871
Cs -1.3304 6.0304 2.1476
*
```

A 7-piece molecular cluster, C31H50F2NO9S4 overall. Source: OMol25; level of theory: ωB97M-V/def2-TZVPD.

Calculated values
orbital gap	9.0845	eV
ΔE to the lowest compared entry with this formula, charge and spin	266.71	kJ/mol
electronic energy	-101631.6465	eV

The geometry in ORCA input format:
```
! wB97M-V def2-TZVPD RIJCOSX def2/J DEFGRID3
* xyz 1 1
C 1.0836 -1.4783 0.7538
C 0.6998 -0.3708 1.8168
O 0.0110 -0.7256 2.8124
N 1.1064 1.0532 1.7211
H 0.3395 1.6914 1.7902
H 1.4613 0.9946 2.5502
C 1.9564 1.5078 0.5665
H 0.5616 -1.3965 -0.1385
H 0.8663 -2.3465 1.2083
H 2.1675 -1.5121 0.4056
H 2.0147 2.5274 0.5078
H 1.5562 1.0998 -0.4447
H 2.9378 1.0955 0.7348
F -1.4661 -4.0515 1.3563
C -2.5135 -3.6639 0.4661
C -3.5779 -2.9253 1.0087
C -4.5530 -2.4898 0.0527
C -4.3376 -2.5741 -1.3460
C -3.2562 -3.2680 -1.8571
C -2.3547 -3.8065 -0.9817
H -3.7468 -3.0113 2.0551
H -5.3369 -1.8456 0.4337
H -5.0305 -2.0711 -2.2504
H -3.1850 -3.5968 -2.8588
H -1.5131 -4.5801 -1.3228
F 0.2183 2.7529 -2.0719
C -0.8575 2.0171 -2.4681
C -0.6921 0.5704 -2.5717
C -1.7875 -0.2982 -2.7309
C -3.0365 0.2998 -3.2226
C -3.0274 1.7722 -3.1458
C -1.9899 2.5629 -2.8256
H 0.2621 0.1692 -2.3691
H -1.5770 -1.3371 -2.6761
H -3.7762 -0.2524 -3.5197
H -4.0220 1.9154 -3.4550
H -2.0567 3.5567 -2.6501
C 0.8733 -7.4721 -0.3941
C 2.1269 -7.4080 -1.4181
C 2.2982 -6.0234 -1.6591
S 2.1537 -5.3613 -0.0210
O 1.3267 -4.2080 -0.1222
O 3.5094 -5.2240 0.4914
C 1.3047 -6.6663 0.7918
H 0.7010 -8.4503 -0.2461
H -0.0579 -7.0564 -0.9078
H 1.8467 -7.9413 -2.3403
H 3.0013 -7.8540 -0.9183
H 1.7292 -5.4883 -2.4988
H 3.2168 -5.9552 -2.0806
H 0.4357 -6.4094 1.2227
H 1.9279 -7.1115 1.7478
C 6.1094 1.1201 -4.3921
C 4.7065 0.7184 -4.9570
C 3.6377 1.3229 -4.2860
S 4.1186 1.2964 -2.5499
O 3.7371 0.0725 -1.9274
O 3.7685 2.5075 -1.9872
C 5.9223 1.1417 -2.8335
H 6.2137 2.1412 -4.8558
H 7.0760 0.3564 -4.5967
H 4.6019 -0.3464 -4.8784
H 4.4852 0.9069 -6.0897
H 2.7766 0.4426 -4.3800
H 3.4521 2.3754 -4.5993
H 6.1223 0.1673 -2.2215
H 6.2724 2.0073 -2.2397
C 0.7109 5.4039 5.9203
C -0.4386 5.6603 4.9397
C 0.2111 6.3416 3.7595
S 1.5945 5.3401 3.3948
O 2.6985 6.1813 2.9985
O 1.2978 4.0895 2.7069
C 1.8097 4.7984 5.0687
H 0.4407 4.6155 6.6031
H 0.9772 6.4258 6.3334
H -1.3030 6.0055 5.3579
H -0.8301 4.8715 4.4198
H 0.4613 7.3170 4.2502
H -0.6268 6.3491 3.0191
H 2.7346 5.2265 5.3245
H 1.7926 3.8364 5.1730
C -4.8779 1.3605 0.2055
C -5.2364 2.2806 1.3476
C -4.7682 1.7694 2.6393
S -3.2522 0.8932 2.2413
O -3.2045 -0.4334 2.6837
O -2.0286 1.6887 2.5665
C -3.5335 0.8843 0.5237
H -5.1485 2.1163 -0.6508
H -5.5516 0.4201 0.2738
H -6.1371 2.5829 1.5696
H -4.4785 3.2008 1.2019
H -5.4018 1.0243 2.9225
H -4.5900 2.6275 3.2381
H -3.4701 0.1481 -0.0363
H -2.7940 1.3886 -0.1824
*
```

C31H50MnO3P2 as an isolated structure. Source: OMol25; level of theory: ωB97M-V/def2-TZVPD.

Calculated values
orbital gap (alpha / beta)	5.6623 / 2.7084	eV
⟨S²⟩	6.149
electronic energy	-88986.9181	eV

The geometry in ORCA input format:
```
! wB97M-V def2-TZVPD RIJCOSX def2/J DEFGRID3
* xyz 1 5
Mn -0.8628 0.5084 -2.2909
C 0.9528 -1.6393 -1.6082
C 0.9198 -0.6731 -2.7090
C 2.1067 0.2290 -0.9186
C 1.7438 -1.0981 -0.5908
C 1.5998 0.5458 -2.1987
C 0.5755 -3.0645 -1.7158
H -0.3456 -3.2039 -2.2925
H 0.4137 -3.5242 -0.7306
H 1.3579 -3.6622 -2.2132
C 2.3493 -1.8442 0.5349
H 2.0019 -2.8780 0.5811
H 2.1156 -1.3444 1.4825
H 3.4464 -1.8699 0.4407
C 3.0786 1.0526 -0.1776
H 4.0711 0.9753 -0.6477
H 3.1723 0.7154 0.8589
H 2.8033 2.1140 -0.1644
C 1.9822 1.7191 -3.0147
H 2.9124 1.5327 -3.5737
H 2.1219 2.6221 -2.4018
H 1.1980 1.9686 -3.7385
C 0.9743 -1.0974 -4.1323
H 1.9852 -1.4847 -4.3601
H 0.7571 -0.2681 -4.8117
H 0.2525 -1.8973 -4.3404
C -2.6044 -0.0901 -1.5110
C -2.1848 -0.9684 -2.6025
C -2.7946 -0.8756 -3.9915
C -2.2266 0.2754 -4.8619
C -1.2769 1.2117 -4.1369
C -1.7378 2.1058 -3.0691
C -3.1982 2.1489 -2.6531
C -3.6566 0.9687 -1.7380
H -3.8965 -0.8027 -3.9336
H -3.0626 0.8320 -5.3190
H -2.5886 -1.8227 -4.5239
H -4.5788 0.5299 -2.1658
H -2.4793 -0.4436 -0.4748
H -1.8482 -1.9709 -2.3283
H -3.9347 1.3849 -0.7565
H -3.3734 3.0893 -2.1082
H -1.1784 3.0490 -2.9922
H -3.8742 2.1809 -3.5252
H -1.6754 -0.1663 -5.7106
H -0.4504 1.5807 -4.7627
P -1.3308 -2.1792 1.4023
C -0.5244 -3.4097 2.4930
H -1.2951 -4.0133 2.9903
H 0.0900 -2.8983 3.2442
H 0.1285 -4.0490 1.8818
C -2.4692 -1.3627 2.5735
H -3.0797 -2.1329 3.0605
H -3.1174 -0.6749 2.0168
H -1.8801 -0.8014 3.3148
C -2.5504 -3.2773 0.5729
H -3.2413 -2.6700 -0.0278
H -3.1049 -3.8374 1.3393
H -2.0280 -3.9684 -0.1042
P -0.5616 2.5912 0.4490
C 0.0539 4.0709 -0.4528
H -0.3760 4.9731 0.0056
H -0.2331 4.0195 -1.5123
H 1.1503 4.1026 -0.3992
C -2.2922 3.1370 0.7138
H -2.7810 3.3505 -0.2429
H -2.2931 4.0351 1.3439
H -2.8478 2.3320 1.2109
C 0.1210 2.9885 2.1063
H -0.0921 4.0335 2.3643
H 1.2035 2.8111 2.0880
H -0.3172 2.3071 2.8458
O 1.2389 -1.5011 6.1001
C 2.3424 -1.0055 5.5569
C 3.6077 -1.2621 6.1371
C 4.7285 -0.6167 5.6374
C 4.6340 0.2680 4.5519
C 3.3957 0.4893 3.9430
C 2.2523 -0.1703 4.4056
C 0.9437 -0.1389 3.6645
O -0.1027 -0.4953 4.3223
O 0.9514 0.2011 2.4574
H 0.4646 -1.1089 5.4817
H 3.6507 -1.9456 6.9827
H 5.6998 -0.8101 6.0992
H 5.5227 0.7818 4.1700
H 3.2750 1.1862 3.1104
*
```

C31H50P2Ru as an isolated structure. Source: OMol25; level of theory: ωB97M-V/def2-TZVPD.

Calculated values
orbital gap (alpha / beta)	6.9382 / 5.8057	eV
⟨S²⟩	8.781
ΔE to the lowest compared entry with this formula, charge and spin	0.00	kJ/mol
electronic energy	-54108.1365	eV

The geometry in ORCA input format:
```
! wB97M-V def2-TZVPD RIJCOSX def2/J DEFGRID3
* xyz 1 6
Ru 0.4961 -0.6283 -0.3026
C 0.3127 1.0636 1.8377
C -0.7262 1.8007 1.2325
C -1.3231 -0.4332 1.0627
C -0.0304 -0.3519 1.7790
C -1.7448 0.9221 0.7982
C 1.4911 1.6143 2.5396
H 1.7504 2.6145 2.1676
H 2.3654 0.9618 2.3920
H 1.3190 1.6938 3.6260
C 0.4277 -1.3516 2.7735
H 1.5192 -1.3004 2.8772
H 0.1433 -2.3578 2.4564
H -0.0252 -1.1630 3.7583
C -2.2104 -1.6161 1.1137
H -2.6933 -1.6894 2.1013
H -1.6257 -2.5313 0.9528
H -2.9996 -1.5574 0.3519
C -3.0846 1.3306 0.3168
H -3.8112 1.4442 1.1393
H -3.5008 0.5821 -0.3702
H -3.0300 2.2990 -0.1978
C -0.7706 3.2797 1.1364
H -1.3900 3.7258 1.9294
H -1.1956 3.6041 0.1768
H 0.2359 3.6993 1.2302
C 4.9749 1.9702 -4.1022
C 4.9575 3.1280 -3.4231
C 4.7914 4.4790 -4.0683
C 3.6954 4.5716 -5.1799
C 2.4838 3.7171 -4.9685
C 2.3239 2.4662 -5.4259
C 3.3767 1.6446 -6.1104
C 4.8401 1.8535 -5.5919
H 5.7410 4.8356 -4.5154
H 4.1701 4.3564 -6.1484
H 4.5497 5.2083 -3.2778
H 5.2636 2.7295 -6.1058
H 5.1895 1.0278 -3.5838
H 5.1691 3.1533 -2.3468
H 5.4257 0.9777 -5.9275
H 3.1087 0.5784 -5.9916
H 1.3337 1.9916 -5.3719
H 3.3759 1.8230 -7.2050
H 3.3677 5.6276 -5.2193
H 1.6603 4.2168 -4.4432
P 2.2717 0.4535 -1.2749
P -0.5185 -0.2665 -2.2753
C 2.1094 0.2621 -3.1095
C 0.8018 -0.3871 -3.5586
H 2.9735 -0.2947 -3.5112
H 2.2131 1.2778 -3.5160
H 0.4251 0.1065 -4.4654
H 0.9444 -1.4503 -3.8026
C -1.8828 -1.3409 -2.7031
H -2.7677 -1.0453 -2.1312
H -1.6382 -2.3791 -2.4609
H -2.0735 -1.2458 -3.7778
C -1.1311 1.4423 -2.4857
H -1.0529 1.7516 -3.5409
H -0.5723 2.1546 -1.8590
H -2.1831 1.4696 -2.1665
C 3.9748 -0.0581 -0.8627
H 4.1309 0.0858 0.2148
H 4.7119 0.5500 -1.4165
H 4.1002 -1.1222 -1.0979
C 2.1825 2.2390 -0.9336
H 1.1376 2.5798 -1.0047
H 2.7960 2.8472 -1.6157
H 2.5133 2.4107 0.1012
C 1.4557 -2.4534 -0.5545
C 0.5252 -3.6199 -0.7189
C 0.0165 -4.3336 0.3796
C -0.8842 -5.3844 0.1605
C -1.2211 -5.7759 -1.1376
C -0.6994 -5.0889 -2.2310
C 0.1621 -4.0131 -2.0149
H 2.0676 -2.3480 -1.4606
H 2.0892 -2.5393 0.3381
H 0.3703 -4.0678 1.3847
H -1.3042 -5.9028 1.0248
H -1.8911 -6.6232 -1.2905
H -0.9566 -5.3857 -3.2486
H 0.5916 -3.4663 -2.8595
*
```

A 10-piece molecular cluster, C31H51BN3O17S3 overall. Source: OMol25; level of theory: ωB97M-V/def2-TZVPD.

Calculated values
orbital gap	9.2843	eV
electronic energy	-105439.4138	eV

The geometry in ORCA input format:
```
! wB97M-V def2-TZVPD RIJCOSX def2/J DEFGRID3
* xyz -1 1
O 0.3784 0.6638 3.8056
C -0.0379 0.8230 2.6971
O 0.4132 0.3064 1.5812
B -0.4972 0.7226 0.4667
O -1.5939 1.3693 1.1227
C -1.3482 1.6058 2.4071
O -1.9919 2.2936 3.1313
O -0.8034 -0.4489 -0.3558
C -0.4458 -0.2706 -1.6049
O -0.5906 -1.0736 -2.4836
C 0.2981 1.0779 -1.6837
O 0.2942 1.5741 -0.4804
O 0.6709 1.5487 -2.7226
C 2.3325 -0.3573 -5.0431
C 2.3927 -0.0537 -6.5620
O 2.3302 -0.9825 -7.3365
C 2.5010 1.3758 -7.0426
H 2.1937 0.5851 -4.5194
H 3.1965 -0.9172 -4.6992
H 1.4410 -0.9815 -5.0296
H 3.5258 1.6944 -6.8267
H 1.8894 1.9252 -6.3174
H 2.2361 1.6111 -8.0649
C 3.6625 2.4828 -0.6773
C 5.0088 3.0507 -0.9098
O 5.1519 3.9811 -1.6604
C 6.2255 2.2991 -0.3926
H 3.2327 2.1546 -1.6278
H 2.9318 3.2130 -0.3140
H 3.5444 1.6671 0.0374
H 6.6938 1.5182 -0.9938
H 6.1161 1.8725 0.6027
H 6.9657 3.1074 -0.4183
C 1.5803 -5.0138 2.1963
C 1.7427 -3.9335 1.1530
O 2.5595 -4.1095 0.2710
C 0.8956 -2.7182 1.2162
H 1.9592 -4.6205 3.1458
H 2.1035 -5.9535 2.0340
H 0.5446 -5.3240 2.3629
H -0.1477 -3.0038 1.3825
H 0.9371 -1.9407 0.4692
H 1.1927 -2.2426 2.1623
C -1.8624 4.1594 -2.7631
C -2.5522 3.9609 -4.0177
N -3.1618 3.8933 -4.9866
H -1.6388 5.1901 -2.4968
H -0.9409 3.5805 -2.6959
H -2.5633 3.8040 -2.0013
C -3.3545 -0.3525 4.6884
C -3.2467 0.3904 5.9619
N -3.1544 1.0010 6.9289
H -4.4094 -0.6178 4.6748
H -2.6874 -1.2044 4.8136
H -3.0506 0.2095 3.8178
C -4.8167 2.5447 1.4110
C -5.4593 3.8523 1.6397
N -5.9305 4.8727 1.8742
H -5.3065 1.9559 0.6440
H -4.6374 2.0492 2.3600
H -3.8262 2.8333 1.0488
C 0.8267 -3.7183 -3.1345
C -0.1712 -4.0091 -4.2694
C 0.1765 -5.3585 -4.9195
S 1.8908 -5.7402 -4.4975
O 2.8400 -5.0984 -5.3650
O 2.1483 -7.1690 -4.3442
C 1.8108 -4.8839 -2.9157
H 0.3176 -3.2996 -2.2728
H 1.4870 -2.9246 -3.4921
H -0.2096 -3.1916 -4.9866
H -1.1865 -4.0816 -3.8749
H -0.0809 -5.4672 -5.9722
H -0.4303 -6.1536 -4.4767
H 2.7343 -4.4820 -2.5126
H 1.3834 -5.5913 -2.2013
C 0.5105 4.4509 6.6607
C 0.8778 3.0837 6.0992
C 2.2999 3.0095 5.5117
S 2.9781 4.6930 5.7842
O 3.5273 5.0899 4.5071
O 3.8457 4.8048 6.9379
C 1.4473 5.5634 6.0887
H 0.7414 4.4133 7.7259
H -0.5151 4.7237 6.4362
H 0.1703 2.7077 5.3606
H 0.8937 2.3022 6.8610
H 2.3640 2.9621 4.4286
H 3.0319 2.3390 5.9540
H 1.0813 5.8387 5.1021
H 1.6836 6.3767 6.7647
C -3.7600 -2.1305 -1.6770
C -2.8572 -3.0303 -0.8838
C -3.6424 -3.3263 0.4028
S -4.6251 -1.8439 0.7941
O -4.0233 -1.1922 1.9251
O -6.0232 -2.2554 0.7498
C -4.2139 -0.9609 -0.8121
H -4.6665 -2.6834 -1.9559
H -3.3512 -1.7913 -2.6312
H -1.9368 -2.4658 -0.7097
H -2.6111 -3.8981 -1.4952
H -2.9735 -3.3645 1.2621
H -4.3234 -4.1500 0.2164
H -3.4370 -0.3224 -0.3880
H -5.1168 -0.4751 -1.1654
*
```

Among the records above, which one has the lowest electronic energy? C31H50Cs2F3N3NaO11S6Si